[1]
C62H80N5O | wB97M-V/def2-TZVPD

```
148
Properties=species:S:1:pos:R:3:forces:R:3
C 3.345396 5.173310 -4.045843 -0.3 0.0 0.1
N 3.178480 3.894598 -3.382123 0.6 -0.5 -0.4
C 4.054138 2.880008 -3.679582 0.8 0.3 -0.6
O 5.058947 2.986818 -4.377406 -1.2 -0.2 0.9
C 3.538587 1.622055 -2.983803 -0.4 0.1 -0.4
C 4.534321 1.007870 -2.000146 0.1 0.0 0.1
C 5.919138 0.765980 -2.567222 0.1 -0.1 -0.1
C 6.080158 0.155303 -3.817074 0.5 -0.1 0.2
C 7.363376 -0.058241 -4.334606 -0.2 0.1 0.2
C 8.489789 0.346264 -3.608118 -0.2 0.0 0.2
C 8.329438 0.983190 -2.372612 -0.3 -0.1 -0.1
C 7.047244 1.174715 -1.846165 -0.1 -0.1 -0.4
N 2.309510 2.102747 -2.344937 0.8 0.1 0.8
C 1.521469 1.158655 -1.743398 -1.3 0.3 0.3
C 0.351838 1.334701 -1.060655 1.4 0.2 0.6
C -0.707728 0.285776 -1.072969 0.7 1.2 -1.6
C -1.934776 1.009134 -1.703112 0.5 -0.2 -0.2
C -2.332875 0.768396 -3.023874 -0.3 0.0 0.7
C -3.619830 1.108549 -3.423903 -0.1 0.1 -0.1
C -4.529937 1.714830 -2.517972 0.5 -0.3 0.2
N -5.859623 1.795042 -2.808644 -0.6 0.2 -0.2
C -6.824407 2.369045 -1.886186 0.1 0.0 0.2
C -6.360222 1.348449 -4.090147 0.1 -0.1 -0.1
C -4.010834 2.189022 -1.286428 0.1 0.1 -0.3
C -2.708009 1.877496 -0.923853 -0.2 -0.3 -0.2
C 1.880947 3.386406 -2.937175 -0.2 0.1 -0.2
C 1.237530 4.390051 -1.987555 0.1 -0.1 0.2
C 0.933519 3.161179 -4.138616 0.2 0.0 0.2
H 4.412697 5.306709 -4.255312 -0.4 0.0 0.0
H 2.768275 5.212231 -4.982764 0.3 0.1 0.1
H 2.988770 5.960694 -3.377136 0.2 0.0 -0.2
H 3.258455 0.870109 -3.751372 0.3 0.3 0.1
H 4.612129 1.685309 -1.140495 0.0 -0.2 -0.3
H 4.110249 0.058028 -1.635309 0.1 0.2 0.0
H 5.199163 -0.155220 -4.383650 0.3 0.1 0.1
H 7.476422 -0.516122 -5.318808 0.0 0.1 0.3
H 9.491118 0.149532 -3.991691 -0.3 0.2 0.0
H 9.192205 1.350140 -1.817451 -0.1 -0.2 -0.1
H 6.900891 1.656234 -0.875479 0.2 -0.1 -0.3
H 1.919583 0.140682 -1.823337 -0.4 0.0 -0.7
H 0.112819 2.212930 -0.439908 0.1 -0.1 -1.2
H -0.354317 -0.482407 -1.758839 -0.3 -0.2 -0.1
H -1.647085 0.261241 -3.708335 -0.3 0.0 0.2
H -3.950278 0.851466 -4.430192 0.2 0.1 0.3
H -6.734240 1.906951 -0.889955 -0.1 0.1 -0.2
H -6.715344 3.459830 -1.756288 0.0 -0.3 -0.1
H -7.832050 2.167894 -2.274506 0.4 0.1 0.3
H -6.011454 0.330580 -4.307506 -0.2 0.1 0.0
H -7.451682 1.344672 -4.046306 0.2 0.0 -0.2
H -6.033956 1.994884 -4.919403 -0.1 -0.1 0.1
H -4.630188 2.774952 -0.606047 0.2 -0.1 -0.3
H -2.300474 2.308481 -0.008331 -0.2 -0.3 0.0
H 1.828110 4.489712 -1.071970 0.0 0.0 -0.3
H 1.189023 5.377564 -2.471323 -0.1 -0.4 0.1
H 0.218360 4.075701 -1.738335 0.2 0.1 0.0
H 1.434877 2.544432 -4.900876 -0.2 0.2 0.2
H 0.021402 2.657124 -3.789938 0.2 0.2 -0.2
H 0.677219 4.142899 -4.567561 0.0 -0.4 0.0
C -1.216088 0.763620 4.601722 -0.2 -0.3 0.1
C -1.414130 1.957008 3.683485 -0.4 -0.2 -0.4
C -2.821907 1.962574 3.084049 -0.4 -0.2 0.0
C -1.313639 3.225522 4.556810 0.4 0.1 0.0
C -0.366217 2.027344 2.550963 -0.3 0.3 -0.4
C -0.372762 3.239851 1.841864 0.9 0.4 0.4
C 0.780370 3.677842 1.198924 -0.4 -0.2 -0.3
C 1.940111 2.899775 1.248173 0.0 0.3 0.6
C 1.952534 1.640928 1.874063 0.0 0.2 -0.4
C 3.324506 1.007767 2.266315 0.0 0.0 -0.7
C 3.542221 -0.380840 1.668745 0.2 -0.5 -0.1
C 3.449245 0.963500 3.793898 -0.2 0.2 0.2
C 4.494243 1.867294 1.774513 0.2 0.3 -0.1
C 0.675894 1.109238 2.249861 0.4 1.3 -0.3
N 0.406670 -0.310280 2.192146 0.7 -1.6 0.9
C -0.327185 -0.987737 1.253407 -0.5 -0.4 1.2
C -1.169496 -0.294978 0.209869 -1.0 -1.0 2.1
C -2.422318 -1.147414 -0.021043 -0.4 0.7 0.1
C -3.367541 -1.124205 0.996372 -0.5 -0.5 -0.5
C -4.624886 -1.711160 0.803340 0.5 0.1 0.0
C -4.936851 -2.262772 -0.444956 -0.1 0.4 0.2
C -3.986898 -2.280044 -1.460706 0.5 -0.2 0.1
C -2.700409 -1.792566 -1.226429 -0.2 0.0 0.1
N -0.490836 -2.272917 1.725626 1.9 0.4 0.3
C -1.206422 -3.412920 1.192136 -0.5 -1.1 -0.3
C -0.856775 -3.924530 -0.084387 0.1 -0.2 -0.2
C 0.589774 -3.929430 -0.660211 -0.4 0.4 -0.2
C 0.588776 -4.200220 -2.164742 0.0 -0.1 -0.3
C 1.287829 -5.094018 0.056752 -0.1 -0.2 0.1
C 1.367261 -2.637107 -0.460171 0.5 0.6 0.0
C -1.804249 -4.715740 -0.755484 0.2 -0.1 0.3
C -2.856484 -5.284321 -0.059626 0.0 0.1 0.0
C -2.949404 -5.077030 1.306478 0.0 -0.1 -0.1
C -2.209657 -4.078785 1.961897 -0.2 0.0 0.1
C -2.569727 -3.956096 3.488874 -0.1 0.0 -0.2
C -4.065297 -4.251329 3.717081 -0.3 -0.2 0.0
C -2.372763 -2.599275 4.145278 0.1 0.5 0.4
C -1.759298 -5.024561 4.231783 0.1 -0.2 0.0
C 0.380129 -2.440404 2.819435 -0.7 0.2 -0.3
C 0.892558 -1.243570 3.123514 -0.5 0.4 0.0
H -0.195685 0.733632 5.007836 -0.2 0.0 -0.1
H -1.915451 0.832569 5.448465 0.2 0.0 -0.2
H -1.429602 -0.175234 4.084273 0.1 0.1 0.1
H -3.051284 2.934005 2.626139 0.0 -0.3 0.1
H -2.947434 1.191122 2.315213 0.0 0.2 0.2
H -3.561053 1.777259 3.875667 0.1 0.1 -0.2
H -1.528442 4.132757 3.981488 0.1 -0.2 0.2
H -2.046216 3.168396 5.372913 0.2 -0.1 -0.2
H -0.313893 3.323059 4.997423 -0.2 0.0 0.0
H -1.255868 3.885881 1.863813 0.4 -0.2 0.2
H 0.765340 4.633533 0.666318 0.1 -0.4 0.3
H 2.841365 3.301075 0.768769 -0.4 -0.3 0.5
H 3.244352 -0.410492 0.611934 0.0 0.0 0.2
H 4.609827 -0.648963 1.726352 -0.3 0.1 0.0
H 2.999312 -1.155325 2.214927 0.1 0.1 -0.2
H 3.466682 1.983643 4.197621 0.0 -0.2 0.0
H 2.613317 0.446303 4.266369 0.1 0.1 0.0
H 4.378551 0.450688 4.075140 -0.2 0.1 -0.1
H 4.416844 2.903779 2.119658 0.1 -0.2 -0.1
H 5.440240 1.463910 2.160506 -0.3 0.0 0.0
H 4.566101 1.857618 0.681036 -0.1 0.1 0.3
H -1.420869 0.548044 0.883084 -0.6 0.0 -0.8
H -3.049514 -0.695428 1.947450 -0.5 0.0 -0.3
H -5.328565 -1.721050 1.634699 0.0 0.0 -0.3
H -5.927959 -2.663001 -0.640123 0.1 0.0 0.1
H -4.210253 -2.729237 -2.432961 0.0 0.1 0.4
H -1.902700 -1.988973 -1.954232 -0.5 0.5 0.1
H -0.002023 -3.447492 -2.701123 0.0 -0.1 0.0
H 1.612054 -4.153259 -2.557660 -0.2 0.0 0.2
H 0.201916 -5.195823 -2.395314 0.0 0.2 -0.1
H 1.306778 -4.928171 1.141490 0.1 0.0 -0.2
H 0.726945 -6.018924 -0.125643 0.2 0.1 0.1
H 2.315865 -5.236544 -0.299239 -0.2 0.1 0.0
H 1.725526 -2.504983 0.564230 0.0 0.0 -0.1
H 2.254463 -2.608844 -1.117582 -0.3 -0.1 0.3
H 0.755742 -1.765093 -0.722898 0.3 -0.2 -0.1
H -1.719074 -4.918360 -1.824808 0.2 0.0 0.5
H -3.591865 -5.915155 -0.569454 0.4 0.2 0.2
H -3.654872 -5.708369 1.855067 0.3 0.6 -0.2
H -4.316066 -5.304157 3.565468 -0.1 0.2 0.0
H -4.343709 -4.018255 4.753053 0.2 -0.1 -0.2
H -4.687255 -3.631343 3.062052 0.0 -0.2 0.1
H -1.329399 -2.369313 4.376644 -0.3 0.1 -0.2
H -2.826023 -1.802184 3.544944 0.2 -0.1 0.2
H -2.901258 -2.589405 5.115148 0.3 0.0 -0.4
H -0.680424 -4.869252 4.114824 -0.2 -0.1 0.1
H -1.990745 -5.018998 5.305705 0.0 0.0 -0.2
H -1.995333 -6.016993 3.830285 0.1 0.1 0.1
H 0.484472 -3.388818 3.323815 0.0 0.1 -0.2
H 1.469966 -0.946459 3.984084 0.0 -0.1 -0.3
```
Forces are in eV/Å.

Calculated total energy (eV): -75083.1907
Total charge: +1
Energy above the lowest of the compared OMol25 structures with the same formula, charge and spin (kJ/mol): 0.0
LUMO (eV): -2.351
HOMO level (Eh): -0.3313



[2]
C62H81BClN16O4S | wB97M-V/def2-TZVPD

```
166
Properties=species:S:1:pos:R:3:forces:R:3
C 6.915502 -2.163028 1.192983 0.6 0.5 0.2
C 6.166373 -1.660866 0.411887 -0.4 -0.2 -0.1
C 5.256968 -1.038836 -0.538587 0.2 -0.1 -0.1
C 5.910337 0.175929 -1.117137 -0.9 -0.6 0.8
C 6.377354 0.363502 -2.365864 -0.2 0.5 0.3
O 6.403750 -0.497901 -3.384151 0.2 0.4 -0.3
N 6.905577 1.653035 -2.372560 0.1 -0.4 -0.4
C 6.765434 2.207627 -1.168476 0.0 0.3 0.3
B 7.290532 3.682434 -0.816851 -0.2 0.7 0.2
N 6.425047 4.836040 -0.988694 0.3 -0.5 0.0
O 8.563735 3.856650 -0.399813 0.0 -0.7 -0.1
N 6.150489 1.326591 -0.377286 0.5 0.6 -0.9
C 5.832829 1.595410 1.022041 -0.2 -1.0 0.8
C 4.347341 1.477041 1.403039 0.1 0.4 -0.4
C 3.361707 1.885153 0.294280 -0.2 0.1 0.9
C 2.003254 1.182643 0.472495 1.0 0.4 -0.2
S 1.361572 0.375458 -0.992040 -2.6 -0.9 0.4
O 0.061593 0.904612 -1.244442 0.4 0.6 -0.3
O 1.386194 -1.046781 -0.826871 1.4 0.1 -0.1
Cl 2.509460 0.841780 -2.610193 0.2 0.0 0.2
H 7.709336 -2.366861 1.867017 0.0 -0.5 0.2
H 4.318930 -0.809065 -0.042223 -0.2 0.1 0.0
H 5.018955 -1.736874 -1.339971 0.0 0.0 -0.2
H 5.662357 -0.364757 -3.997519 0.0 0.0 -0.2
H 7.361505 2.109904 -3.148847 0.0 -0.1 -0.1
H 6.964425 5.591535 -1.402187 0.0 0.2 0.1
H 6.150405 5.171023 -0.067532 -0.4 0.1 -0.1
H 9.056305 3.028770 -0.325906 0.3 0.1 0.0
H 6.236086 2.547614 1.346215 0.1 0.3 -0.5
H 6.371814 0.849513 1.600602 0.1 -0.1 0.1
H 4.151912 0.493430 1.817227 -0.1 -0.3 -0.2
H 4.191056 2.169274 2.224574 0.1 -0.1 0.3
H 3.178562 2.946679 0.424664 0.0 0.2 -0.3
H 3.768850 1.771190 -0.702810 0.0 -0.2 0.0
H 1.241440 1.877142 0.803059 -0.3 0.1 -0.4
H 2.042369 0.408840 1.232470 0.0 -0.4 -0.1
N -3.045817 5.309022 -1.240629 0.1 0.0 0.0
C -3.867252 4.473970 -0.534157 0.0 0.1 0.1
C -3.261930 3.248008 -0.460883 0.0 0.0 0.0
C -2.021398 3.345424 -1.147183 0.0 0.1 0.0
C -1.917012 4.630273 -1.613599 -0.1 0.0 0.0
H -3.242844 6.269811 -1.453550 0.0 0.0 0.0
H -4.808680 4.822386 -0.146339 0.0 0.0 0.0
H -3.662579 2.376106 0.029910 0.0 0.0 0.0
H -1.297382 2.562091 -1.280734 -0.1 0.1 0.0
H -1.141625 5.117758 -2.179363 0.0 0.0 0.0
N 6.210293 -3.416154 -3.463562 0.0 -0.1 0.1
C 5.851149 -4.325709 -2.504249 0.0 0.1 0.1
C 5.212687 -5.363221 -3.127349 0.0 0.0 0.0
C 5.190380 -5.074974 -4.518081 0.0 0.0 0.0
C 5.816166 -3.869980 -4.694299 0.0 0.0 0.0
H 6.691152 -2.554522 -3.287559 0.1 -0.1 -0.1
H 6.081140 -4.157457 -1.464417 0.0 0.0 0.0
H 4.809967 -6.234607 -2.641292 0.0 0.0 0.0
H 4.766521 -5.684582 -5.297938 0.0 0.0 0.0
H 6.015281 -3.299907 -5.585747 0.0 0.0 0.0
N 8.564945 3.183590 3.648120 -0.1 -0.1 0.0
C 8.483616 1.857221 3.999376 0.0 0.1 -0.1
C 8.501664 1.784329 5.364835 -0.1 0.0 0.0
C 8.592016 3.114188 5.858498 0.0 0.0 0.0
C 8.628288 3.952497 4.779642 0.0 0.1 0.0
H 8.581079 3.539311 2.711253 0.1 0.1 0.0
H 8.423954 1.084405 3.250673 0.1 0.0 0.0
H 8.455975 0.879733 5.947442 0.0 0.0 0.0
H 8.628221 3.421667 6.889103 0.0 0.0 0.0
H 8.695322 5.025064 4.719560 0.0 0.0 0.0
N 3.855678 -8.298932 -0.792544 0.1 -0.1 0.0
C 3.185545 -9.137995 0.056648 0.0 0.1 0.0
C 3.917302 -10.287841 0.174140 0.0 0.0 0.0
C 5.077641 -10.136987 -0.633164 0.0 0.0 0.0
C 5.012414 -8.900284 -1.214732 0.0 0.1 0.0
H 3.545344 -7.385057 -1.062850 0.0 0.0 0.0
H 2.249809 -8.845578 0.500815 0.0 0.0 0.0
H 3.652310 -11.143196 0.772049 0.0 0.0 0.0
H 5.868362 -10.855116 -0.769733 0.0 0.0 0.0
H 5.685349 -8.398490 -1.889259 0.0 0.0 0.0
N -7.509566 5.268706 1.516852 0.0 0.0 0.1
C -7.176572 3.944977 1.630631 0.0 0.1 0.1
C -8.174800 3.320217 2.329965 0.0 -0.1 0.0
C -9.149815 4.303154 2.646319 0.0 0.0 0.0
C -8.710593 5.492644 2.129815 0.0 0.0 0.0
H -6.961749 5.968235 1.052116 0.0 0.0 -0.1
H -6.262287 3.562065 1.207961 0.0 0.0 0.1
H -8.204562 2.273964 2.585400 0.0 0.0 0.0
H -10.067440 4.152600 3.188908 0.0 0.0 0.0
H -9.149137 6.475337 2.144712 0.0 0.0 0.0
N -0.615920 -2.252790 0.880157 0.1 0.0 0.1
C -0.740545 -3.364934 1.667501 0.0 0.0 0.0
C -2.000807 -3.364820 2.204131 0.0 0.0 0.0
C -2.665616 -2.207283 1.718008 0.0 0.0 0.0
C -1.786282 -1.544378 0.902402 0.0 0.1 0.0
H 0.206884 -1.987582 0.361752 -0.3 -0.2 0.0
H 0.074935 -4.059204 1.778414 0.0 0.0 0.0
H -2.402674 -4.110708 2.868868 0.0 0.0 0.0
H -3.673629 -1.899396 1.940627 0.0 0.0 0.0
H -1.891531 -0.633591 0.336644 0.0 0.0 0.0
N -8.017055 0.391342 0.243790 0.0 -0.1 0.0
C -7.953180 -0.975360 0.290133 0.0 0.1 0.0
C -9.235985 -1.450800 0.264138 0.0 -0.1 0.0
C -10.105837 -0.327238 0.195457 0.0 -0.1 0.0
C -9.322010 0.793667 0.181725 0.0 0.1 0.0
H -7.226737 1.008394 0.252812 0.0 0.0 0.0
H -7.007559 -1.487437 0.337582 0.0 0.0 0.0
H -9.517851 -2.490981 0.292309 0.1 0.0 0.1
H -11.183458 -0.339805 0.160189 0.0 0.1 0.0
H -9.577285 1.838176 0.134347 0.0 0.0 0.0
N -12.229868 -3.084956 -0.604930 0.0 -0.1 0.0
C -12.172950 -4.451435 -0.561422 0.0 0.0 0.0
C -13.456603 -4.926999 -0.588504 0.0 0.0 0.0
C -14.322896 -3.801082 -0.655436 0.0 0.0 0.0
C -13.533910 -2.681656 -0.665594 0.0 0.1 0.1
H -11.435896 -2.470871 -0.594763 0.0 0.0 -0.1
H -11.228196 -4.965478 -0.514552 0.0 0.0 0.0
H -13.743997 -5.964629 -0.564331 0.0 0.0 0.0
H -15.399368 -3.813325 -0.692258 0.0 0.0 0.0
H -13.786540 -1.635831 -0.711025 0.0 0.0 0.0
N 6.559716 -5.175195 2.855090 0.1 0.0 0.0
C 6.872371 -5.914976 3.965196 0.0 0.0 0.0
C 7.178453 -7.181914 3.550112 0.0 0.0 0.0
C 7.048666 -7.209488 2.134375 0.0 0.0 0.0
C 6.668266 -5.958287 1.734946 0.0 0.0 0.0
H 6.288266 -4.211239 2.861538 -0.1 0.0 0.0
H 6.848533 -5.477858 4.948598 0.0 0.0 0.0
H 7.463288 -8.000677 4.188622 0.0 0.0 0.0
H 7.214585 -8.052929 1.485855 0.0 0.0 0.0
H 6.463972 -5.558831 0.756051 0.0 0.0 0.0
N -14.631463 -0.740282 -4.009589 0.0 0.1 0.0
C -14.982009 0.526449 -4.390499 0.0 0.0 0.0
C -13.882863 1.328874 -4.240824 0.0 0.0 0.0
C -12.825558 0.511724 -3.753293 0.0 0.0 0.0
C -13.320375 -0.758506 -3.624112 0.0 -0.1 0.0
H -15.242123 -1.535868 -4.011304 0.0 0.0 0.0
H -15.978497 0.746566 -4.732645 0.0 0.0 0.0
H -13.839691 2.383169 -4.456601 0.0 0.0 0.0
H -11.819327 0.821560 -3.524609 0.0 0.0 0.0
H -12.855494 -1.670706 -3.291478 0.0 0.0 0.0
N 3.138733 0.733710 -7.267952 0.1 0.0 0.1
C 3.377359 0.116477 -6.070890 0.1 0.1 0.0
C 3.862611 -1.138397 -6.330341 0.1 0.0 0.1
C 3.924793 -1.281127 -7.742157 0.1 0.0 0.0
C 3.472901 -0.110809 -8.289849 0.0 0.0 0.0
H 2.772425 1.660637 -7.381055 0.0 0.0 0.0
H 3.183794 0.610393 -5.137539 -0.2 0.1 0.0
H 4.135838 -1.874622 -5.592875 -0.1 -0.1 0.0
H 4.258001 -2.145328 -8.291172 0.0 0.0 0.0
H 3.358291 0.191117 -9.316375 0.0 0.0 0.0
N 8.767624 4.901467 9.593496 0.0 0.0 0.0
C 9.826115 5.705663 9.921068 0.0 0.0 0.0
C 9.341973 6.966454 10.139638 0.0 0.0 0.0
C 7.934843 6.921405 9.939855 0.0 0.0 0.0
C 7.610950 5.634623 9.606180 0.0 0.0 -0.1
H 8.830135 3.924385 9.379551 0.0 0.0 0.1
H 10.826901 5.312634 9.969861 0.0 0.0 0.0
H 9.928976 7.826355 10.414256 0.0 0.0 0.0
H 7.241871 7.740409 10.032963 0.0 0.0 0.0
H 6.662730 5.178786 9.378287 0.0 0.0 0.0
N -6.370345 4.532478 -2.493350 -0.1 0.0 -0.1
C -7.533934 4.454561 -1.775416 0.1 0.0 -0.1
C -8.518046 5.070105 -2.502962 0.0 0.0 0.0
C -7.925718 5.534314 -3.708727 0.0 0.0 0.0
C -6.602072 5.183716 -3.674272 0.0 0.0 0.0
H -5.483505 4.162672 -2.200320 0.0 -0.1 0.0
H -7.561988 3.968801 -0.817399 -0.1 0.0 0.0
H -9.548088 5.173875 -2.205692 0.0 0.0 0.0
H -8.416596 6.061433 -4.509390 0.0 0.0 0.0
H -5.808888 5.341184 -4.385135 0.0 0.0 0.0
```
Forces are in eV/Å.

Calculated total energy (eV): -121663.5208
Total charge: +1
LUMO (eV): -3.395
HOMO level (Eh): -0.3200



Record-wise orbital gap values, in eV: 6.665, 5.312